[1]
{"formula": "C31H32Br2F9N2O12PS2", "method": "ωB97M-V/def2-TZVPD", "orbital_gap_ev": 7.502, "fmax_ev_per_a": 4.13, "e_lumo_ev": -0.88, "total_energy_ha": -9397.269204, "species": ["C", "O", "C", "C", "C", "C", "C", "N", "C", "O", "C", "Br", "C", "C", "C", "C", "F", "F", "C", "F", "F", "S", "F", "F", "F", "F", "F", "C", "C", "N", "C", "C", "C", "C", "C", "C", "C", "P", "O", "Br", "S", "H", "H", "H", "H", "H", "H", "H", "H", "H", "H", "H", "H", "H", "H", "H", "H", "H", "H", "H", "H", "O", "C", "O", "C", "C", "O", "H", "H", "H", "H", "O", "C", "O", "C", "C", "O", "H", "H", "H", "H", "O", "C", "O", "C", "C", "O", "H", "H", "H", "H"], "coordinates": [[2.0366, -1.8341, 1.2354], [1.2497, -2.8470, 1.8797], [0.8375, -3.8947, 0.9786], [-0.7499, -3.9708, 0.9728], [-1.4487, -3.5802, -0.4003], [-0.7365, -2.3353, -1.0073], [0.1300, -2.4789, -2.1918], [0.3244, -3.8009, -2.7873], [-0.6475, -4.1401, -3.4865], [-1.5552, -4.6410, -4.0009], [0.8458, -1.3059, -2.7690], [1.9797, -1.7101, -4.3256], [0.7349, 0.0615, -2.1940], [1.5181, 1.2720, -2.7899], [0.6004, 2.4731, -3.2649], [1.4570, 3.7947, -3.5308], [2.8265, 3.5674, -3.4988], [1.1796, 4.1154, -4.8817], [0.9823, 5.0545, -2.7057], [1.3611, 6.1773, -3.4415], [-0.3890, 5.1544, -2.6005], [1.7135, 5.2689, -0.9951], [3.2063, 5.6035, -1.5637], [2.0170, 3.6801, -0.7892], [0.2215, 5.0445, -0.3075], [1.3796, 6.8912, -1.0738], [2.2912, 5.5279, 0.5111], [-0.1400, 0.1738, -0.9979], [-0.8779, -0.9864, -0.4122], [-1.7555, -0.8815, 0.7528], [-2.6390, 0.2719, 0.6875], [-2.1761, 1.6444, 0.3023], [-3.0482, 2.8115, 0.2107], [-4.5005, 2.7154, 0.5397], [-5.4096, 3.9837, 0.4615], [-4.9793, 1.3856, 0.9644], [-4.0966, 0.1835, 1.0265], [-4.9767, -1.3971, 1.5672], [-5.4128, -2.1585, 0.0902], [-3.5965, -2.7855, 2.6830], [-0.3847, 1.7577, -0.0982], [1.8485, -0.8653, 1.7990], [1.7433, -1.6609, 0.1618], [3.1486, -2.0280, 1.2657], [1.1966, -4.8642, 1.4490], [1.3139, -3.8472, -0.0370], [-1.0508, -5.0173, 1.2653], [-1.0993, -3.3039, 1.8136], [-2.5240, -3.3135, -0.1622], [-1.4408, -4.4803, -1.0659], [2.0570, 0.9035, -3.7150], [2.3220, 1.5529, -2.0596], [-0.2586, 2.6995, -2.5800], [0.1346, 2.1421, -4.2413], [-1.2095, -0.7882, 1.6210], [-2.6860, 3.8243, -0.1052], [-4.8679, 4.8266, 0.9851], [-5.5218, 4.2371, -0.6342], [-6.4116, 3.8611, 0.9484], [-6.0616, 1.2889, 1.2536], [-5.7584, -1.4460, -0.4894], [4.6540, -3.2527, 1.8830], [5.2839, -2.3989, 2.4306], [6.3985, -1.8170, 1.9185], [6.7162, -0.7039, 2.7554], [6.0703, -1.0716, 4.0602], [4.9741, -1.8851, 3.6520], [7.7951, -0.5803, 2.8440], [6.2917, 0.1998, 2.3181], [6.7282, -1.6622, 4.7043], [5.7236, -0.1998, 4.6143], [6.9433, 1.5561, 1.2653], [6.7662, 2.2963, 0.3447], [6.9435, 3.6414, 0.3981], [6.8581, 4.1328, -0.9364], [6.0466, 3.0759, -1.6287], [6.3607, 1.8998, -0.8880], [6.3791, 5.1109, -0.9608], [7.8677, 4.2219, -1.3455], [4.9728, 3.2605, -1.5598], [6.3187, 2.9597, -2.6774], [-7.8717, -2.7328, 3.9315], [-7.9433, -3.5793, 3.0989], [-7.0498, -3.7392, 2.0842], [-7.3480, -4.9772, 1.4494], [-8.7961, -5.1894, 1.7905], [-8.9315, -4.5146, 3.0362], [-7.1763, -4.9134, 0.3752], [-6.7008, -5.7531, 1.8667], [-9.4697, -4.7280, 1.0634], [-9.0520, -6.2440, 1.8900]], "mulliken_charge": [0.197, -0.477, -0.609, -0.311, -0.993, 0.509, 0.610, -0.628, 0.651, -0.420, -0.610, -0.197, 0.350, -0.431, -0.750, 0.803, -0.193, -0.358, 0.643, -0.272, -0.234, 1.290, -0.352, -0.245, -0.329, -0.349, -0.293, 0.730, -1.235, 0.765, -0.461, 0.875, -0.608, 0.502, -1.188, -1.063, 0.073, 0.503, -0.552, -0.190, -0.040, 0.259, -0.040, -0.159, 0.374, 0.301, 0.543, -0.062, -0.047, 0.414, 0.365, 0.021, 0.309, 0.352, 0.405, 0.367, 0.326, 0.282, 0.337, 0.264, 0.343, -0.576, 0.691, -0.319, -0.120, -0.326, -0.310, 0.251, 0.208, 0.253, 0.300, -0.564, 0.598, -0.339, -0.343, 0.309, -0.333, 0.297, 0.268, -0.288, 0.324, -0.503, 0.550, -0.169, -0.344, -0.356, -0.347, 0.292, 0.268, 0.257, 0.309]}

---

[2]
{"formula": "C31H32CuN5O6", "method": "ωB97M-V/def2-TZVPD", "spin_multiplicity": 2, "orbital_gap_ev": [6.581, 6.569], "charge": 1, "fmax_ev_per_a": 1.27, "e_lumo_ev": [-3.60, -3.59], "s2": 0.753, "total_energy_ha": -3565.929631, "species": ["Cu", "C", "C", "C", "C", "C", "N", "C", "C", "C", "N", "C", "C", "C", "C", "C", "C", "C", "C", "N", "C", "C", "C", "N", "C", "C", "C", "C", "O", "C", "O", "H", "H", "H", "H", "H", "H", "H", "H", "H", "H", "H", "H", "H", "H", "H", "H", "H", "H", "H", "H", "H", "H", "H", "H", "H", "H", "H", "H", "O", "C", "O", "C", "C", "C", "C", "C", "C", "N", "O", "O", "H", "H", "H", "H"], "coordinates": [[0.1078, 0.1537, 0.5300], [-6.1382, -2.2792, -1.7082], [-4.9844, -1.4747, -1.1995], [-5.0565, -0.1140, -1.0591], [-3.9478, 0.6774, -0.6677], [-4.1516, 2.0632, -0.7698], [-3.3090, 3.0635, -0.8873], [-1.8795, 3.0199, -1.0272], [-1.4107, 2.2966, -2.3005], [0.0706, 2.6226, -2.4501], [0.7474, 1.9422, -3.5335], [2.0381, 1.6838, -3.5119], [2.8288, 1.5982, -2.3455], [4.0807, 2.2407, -2.3415], [4.8291, 2.3609, -1.1927], [6.0352, 3.2405, -1.1077], [4.4005, 1.6615, -0.0641], [3.2487, 0.8915, -0.0426], [2.9852, 0.1343, 1.1442], [1.8749, -0.4110, 1.4468], [1.7430, -1.2890, 2.5701], [1.2067, -2.6639, 2.1112], [0.6697, -2.6798, 0.6745], [-0.4111, -1.7551, 0.4575], [-1.5082, -2.1701, -0.0406], [-2.6804, -1.4051, -0.3733], [-3.7694, -2.0949, -0.8847], [-2.7490, 0.0229, -0.1828], [-1.8731, 0.6757, 0.4519], [2.3622, 0.8599, -1.1826], [1.3191, 0.1549, -1.2553], [-7.0185, -1.6587, -1.8446], [-5.8853, -2.7300, -2.6661], [-6.3879, -3.0822, -1.0181], [-5.9728, 0.3970, -1.3162], [-5.1920, 2.3616, -0.8462], [-3.7218, 3.9854, -0.9271], [-1.5113, 4.0470, -1.0347], [-1.4367, 2.4886, -0.1756], [-1.5375, 1.2184, -2.1930], [-1.9897, 2.6394, -3.1628], [0.1790, 3.7019, -2.6274], [0.5633, 2.3838, -1.5056], [0.2567, 1.9128, -4.4209], [2.5174, 1.5774, -4.4816], [4.3862, 2.7594, -3.2391], [6.3530, 3.5802, -2.0894], [5.7950, 4.1163, -0.5039], [6.8593, 2.7192, -0.6247], [4.9904, 1.7288, 0.8393], [3.8447, 0.0022, 1.8137], [2.7075, -1.4185, 3.0808], [1.0429, -0.8408, 3.2815], [2.0142, -3.3958, 2.1507], [0.4242, -2.9997, 2.7907], [1.4705, -2.3938, -0.0150], [0.3518, -3.7042, 0.4361], [-1.6049, -3.2395, -0.2672], [-3.6830, -3.1625, -1.0292], [1.4142, 3.9706, 1.0476], [0.7691, 2.9827, 1.3560], [0.6216, 2.0048, 0.5375], [0.0630, 2.9401, 2.6926], [-0.4426, 1.7773, 3.2619], [-1.0652, 1.8077, 4.4992], [-1.2315, 3.0076, 5.1685], [-0.7542, 4.1736, 4.5801], [-0.0966, 4.1468, 3.3624], [-0.9737, 5.4475, 5.2310], [-1.3968, 5.4280, 6.3646], [-0.7360, 6.4477, 4.5940], [-0.3481, 0.8394, 2.7287], [-1.4280, 0.8911, 4.9383], [-1.7318, 3.0560, 6.1235], [0.2915, 5.0552, 2.9246]], "mulliken_charge": [-0.400, -1.697, 0.133, -0.795, 0.848, -0.718, 0.055, -0.553, -0.512, 0.559, 0.029, -1.058, 0.808, -0.751, 0.344, -1.721, -0.479, 0.455, -0.679, 0.427, -0.828, -0.721, -0.886, 0.655, 0.366, 0.159, -0.603, 0.314, -0.677, 0.786, -0.884, 0.366, 0.349, 0.381, 0.344, 0.415, 0.340, 0.574, -0.319, 0.234, 0.563, 0.214, -0.929, 0.350, 0.538, 0.443, 0.392, 0.317, 0.385, 0.462, 0.390, 0.532, 0.100, 0.349, 0.337, 0.190, 0.569, 0.294, 0.507, -0.744, -0.449, 1.448, 0.244, -0.032, -1.299, -0.527, -0.153, -0.655, 1.002, -0.612, -0.588, 1.070, 0.487, 0.511, 0.639]}

---

[3]
{"formula": "C31H32N2NaO", "method": "ωB97M-V/def2-TZVPD", "orbital_gap_ev": 3.377, "charge": 1, "fmax_ev_per_a": 2.21, "e_lumo_ev": -5.17, "total_energy_ha": -1547.288885, "species": ["C", "N", "C", "O", "C", "C", "C", "C", "C", "C", "C", "C", "N", "C", "C", "C", "C", "C", "C", "C", "C", "C", "C", "C", "C", "H", "H", "H", "H", "H", "H", "H", "H", "H", "H", "H", "H", "H", "H", "H", "H", "H", "H", "H", "H", "H", "H", "H", "H", "H", "C", "Na", "C", "C", "C", "C", "C", "C", "C", "C", "H", "H", "H", "H", "H", "H", "H"], "coordinates": [[0.9162, -4.5640, 2.0721], [0.6432, -3.5605, 1.0662], [-0.2953, -3.7489, 0.0945], [-0.9709, -4.7600, -0.0661], [-0.3270, -2.4794, -0.7627], [-1.6911, -1.7653, -0.7782], [-2.7789, -2.6612, -1.3329], [-3.8425, -3.0748, -0.5252], [-4.7768, -3.9839, -1.0245], [-4.6747, -4.4461, -2.3418], [-3.6272, -4.0008, -3.1552], [-2.6833, -3.1004, -2.6550], [0.7356, -1.6667, -0.1584], [1.0775, -0.4660, -0.6645], [2.0592, 0.3408, -0.1026], [2.4669, 1.5704, -0.6032], [3.5026, 2.3720, -0.0154], [3.8421, 3.6270, -0.5945], [4.8477, 4.4188, -0.0517], [5.5485, 3.9933, 1.0869], [5.2363, 2.7609, 1.6744], [4.2328, 1.9562, 1.1383], [1.3791, -2.3027, 1.0077], [1.1536, -1.5299, 2.3197], [2.8724, -2.6010, 0.8065], [0.2537, -5.4217, 1.9233], [1.9598, -4.8978, 2.0091], [0.7519, -4.1491, 3.0748], [-0.0501, -2.7596, -1.7975], [-1.9320, -1.4551, 0.2588], [-1.5847, -0.8577, -1.4119], [-3.8993, -2.7118, 0.5060], [-5.5761, -4.3412, -0.3746], [-5.4136, -5.1467, -2.7356], [-3.5281, -4.3611, -4.1791], [-1.8466, -2.7567, -3.2710], [0.5592, -0.1505, -1.5813], [2.5573, -0.0279, 0.7904], [2.0149, 1.9372, -1.5291], [3.2904, 3.9458, -1.4825], [5.0915, 5.3726, -0.5180], [6.3350, 4.6153, 1.5141], [5.7786, 2.4179, 2.5566], [4.0118, 0.9925, 1.6074], [0.0774, -1.4518, 2.5303], [1.6440, -2.0706, 3.1397], [1.5680, -0.5218, 2.2763], [3.0057, -3.2843, -0.0425], [3.4456, -1.6939, 0.6122], [3.2687, -3.0743, 1.7138], [-3.2644, 2.9278, -1.5975], [-1.9407, 1.0544, 0.0434], [-2.0983, 2.5728, -2.3128], [-0.9777, 2.9683, -1.5508], [-1.4368, 3.6777, -0.3961], [-2.8860, 3.6318, -0.4127], [-3.6147, 4.1459, 0.6745], [-2.9254, 4.7253, 1.7372], [-1.5239, 4.8472, 1.7067], [-0.7757, 4.3130, 0.6660], [-4.3035, 2.7509, -1.8847], [-2.0643, 2.1256, -3.3089], [0.0657, 2.8651, -1.8315], [-4.7057, 4.0936, 0.6709], [-3.4704, 5.1072, 2.5960], [-1.0222, 5.3595, 2.5260], [0.3152, 4.3586, 0.6501]], "mulliken_charge": [-0.917, 0.244, 0.164, -0.674, 0.287, -0.638, 0.228, -0.316, -0.713, -0.442, -0.836, -0.095, 0.578, 0.265, 0.630, -0.704, 0.675, -0.268, -0.769, -0.337, -0.720, -0.275, 0.034, -1.519, -1.569, 0.379, 0.298, 0.307, 0.463, 0.449, 0.321, 0.328, 0.381, 0.394, 0.386, 0.365, 0.633, -0.855, 0.429, 0.401, 0.387, 0.393, 0.393, 0.310, 0.327, 0.495, 0.392, 0.380, 0.382, 0.483, -1.174, 0.840, -0.665, -0.724, 0.517, 0.669, -0.701, -0.553, -0.556, -0.666, 0.434, 0.471, 0.573, 0.409, 0.379, 0.377, 0.438]}

---

- Number 3 is which compound?
  C31H32N2NaO